(1)
Molecular formula: C38H58O3P2PdSSi
Method: DFT, ωB97M-V/def2-TZVPD

Geometry as XYZ:
```
104
Properties=species:S:1:pos:R:3:forces:R:3:lowdin_charge:R:1
Pd -1.572 -0.475 -0.064 0.2516 -0.2844 -0.3074 0.48
C -2.059 -1.505 -3.809 -0.0307 0.0267 -0.0793 -0.20
Si -1.052 -1.449 -2.222 0.0318 0.0591 0.1283 0.61
C 0.540 -0.480 -2.648 0.1023 0.0198 -0.0691 -0.29
C 1.508 -1.007 -3.507 -0.0201 -0.0442 -0.0213 -0.09
C 2.684 -0.327 -3.786 0.0231 0.0079 0.0023 -0.08
C 2.910 0.919 -3.215 -0.0012 -0.0149 -0.0054 -0.08
C 1.959 1.474 -2.371 0.0620 0.0399 -0.0372 -0.09
C 0.784 0.784 -2.078 -0.1144 -0.0548 0.0239 -0.37
P -0.497 1.408 -0.930 -0.0525 -0.0072 0.1534 1.03
C -1.793 2.143 -2.038 0.0273 0.0616 -0.0218 -0.41
C -2.998 2.748 -1.298 -0.0231 0.0065 0.0059 -0.20
C -2.848 4.230 -0.974 0.0294 0.0084 -0.0182 -0.19
C -2.440 5.043 -2.201 -0.0254 0.0179 -0.0305 -0.20
C -1.172 4.488 -2.847 0.0453 0.0342 0.0147 -0.20
C -1.348 3.020 -3.212 -0.0387 0.0063 -0.0001 -0.19
C 0.326 2.511 0.308 0.0578 0.0241 0.0169 -0.41
C 0.941 3.866 -0.055 -0.0341 0.0581 0.0032 -0.20
C 1.739 4.418 1.127 0.0384 -0.0239 0.0054 -0.19
C 0.858 4.563 2.364 -0.0340 0.0384 -0.0058 -0.20
C 0.202 3.233 2.721 0.0033 -0.0489 0.0362 -0.20
C -0.580 2.658 1.544 -0.0007 0.0336 -0.0485 -0.21
C -0.624 -3.228 -1.738 0.0366 -0.0487 -0.0200 -0.28
C -0.808 -4.308 -2.604 -0.0157 0.0202 -0.0326 -0.09
C -0.673 -5.618 -2.167 -0.0095 -0.0238 -0.0111 -0.08
C -0.356 -5.876 -0.843 0.0048 -0.0011 0.0298 -0.08
C -0.158 -4.820 0.037 0.0176 -0.0162 -0.0369 -0.09
C -0.280 -3.506 -0.404 -0.0148 0.0400 0.0368 -0.36
P 0.029 -2.064 0.683 -0.0871 0.0313 0.1116 1.06
C -0.423 -2.656 2.392 0.0205 -0.0139 0.0592 -0.40
C -1.135 -1.577 3.224 0.0505 -0.0907 0.0198 -0.21
C -0.173 -0.583 3.855 -0.0097 0.0540 0.0080 -0.20
C 0.845 -1.300 4.735 -0.0147 -0.0218 0.0452 -0.19
C 1.597 -2.365 3.941 0.0270 -0.0057 -0.0115 -0.20
C 0.648 -3.345 3.252 -0.0059 0.0031 0.0064 -0.19
C 1.833 -1.833 0.348 0.0761 0.0360 -0.0207 -0.39
C 2.776 -3.009 0.631 -0.0124 0.0330 0.0370 -0.19
C 4.069 -2.823 -0.175 0.0150 -0.0027 -0.0137 -0.17
C 4.534 -1.352 -0.195 0.0174 -0.0268 -0.0272 -0.19
C 3.955 -0.582 0.987 -0.0011 -0.0047 0.0351 -0.19
C 2.431 -0.502 0.854 -0.0228 -0.0191 -0.0331 -0.20
H -1.473 -1.940 -4.628 -0.0386 0.0211 0.0272 0.03
H -2.343 -0.494 -4.113 0.0172 -0.0461 0.0096 0.02
H -2.976 -2.084 -3.690 0.0495 0.0161 0.0452 0.04
H 1.348 -1.987 -3.952 -0.0022 0.0408 0.0244 0.11
H 3.425 -0.767 -4.442 -0.0182 0.0127 0.0128 0.10
H 3.825 1.458 -3.425 -0.0165 -0.0094 0.0049 0.11
H 2.153 2.445 -1.934 0.0000 -0.1613 -0.0904 0.08
H -2.157 1.199 -2.458 0.0178 -0.0317 -0.0240 0.07
H -3.240 2.161 -0.409 0.0401 0.0448 -0.0045 0.08
H -3.858 2.628 -1.965 -0.0076 -0.0072 0.0145 0.13
H -2.112 4.371 -0.181 0.1038 0.0539 -0.0247 0.08
H -3.792 4.605 -0.570 -0.0083 -0.0082 -0.0169 0.12
H -2.307 6.094 -1.933 0.0142 -0.0121 0.0006 0.11
H -3.252 5.009 -2.937 0.0110 0.0015 0.0099 0.11
H -0.325 4.607 -2.164 -0.0920 -0.0211 -0.1161 0.08
H -0.922 5.061 -3.744 -0.0211 -0.0028 -0.0073 0.11
H -0.447 2.613 -3.678 0.0441 0.0091 0.0142 0.10
H -2.140 2.951 -3.968 0.0146 0.0015 -0.0041 0.12
H 1.154 1.855 0.615 -0.0658 0.0592 -0.0154 0.09
H 0.151 4.577 -0.302 -0.0613 0.0063 0.0874 0.09
H 1.581 3.804 -0.937 -0.0663 0.0823 0.1066 0.08
H 2.184 5.379 0.855 -0.0213 0.0046 0.0086 0.11
H 2.572 3.739 1.350 -0.0212 0.0047 -0.0029 0.12
H 0.077 5.305 2.162 0.0162 -0.0110 -0.0031 0.12
H 1.439 4.944 3.207 0.0115 -0.0193 -0.0096 0.11
H -0.460 3.345 3.583 0.0028 0.0249 -0.0100 0.11
H 0.977 2.515 3.017 0.0001 0.0121 -0.0124 0.11
H -1.430 3.308 1.309 0.0855 -0.0277 0.0460 0.10
H -1.010 1.692 1.808 -0.0361 -0.1185 0.0404 0.08
H -1.091 -4.126 -3.637 0.0137 0.0008 0.0504 0.09
H -0.835 -6.438 -2.857 0.0087 0.0056 0.0117 0.10
H -0.270 -6.896 -0.488 -0.0058 0.0257 -0.0174 0.10
H 0.081 -5.034 1.071 0.0049 0.0013 -0.0065 0.10
H -1.189 -3.390 2.126 -0.0094 -0.0322 -0.0157 0.11
H -1.672 -2.097 4.026 0.0118 -0.0092 0.0045 0.13
H -1.894 -1.073 2.635 -0.0905 0.0873 -0.1048 0.06
H -0.732 0.156 4.435 -0.0067 -0.0171 0.0106 0.12
H 0.340 -0.019 3.067 0.0263 -0.0014 -0.0331 0.08
H 0.316 -1.777 5.568 0.0098 0.0098 -0.0106 0.12
H 1.551 -0.592 5.178 0.0012 0.0006 -0.0236 0.11
H 2.278 -2.918 4.593 -0.0168 -0.0036 0.0079 0.12
H 2.225 -1.868 3.199 0.0088 0.0324 -0.0476 0.08
H 0.114 -3.903 4.029 -0.0038 -0.0015 -0.0005 0.12
H 1.213 -4.084 2.681 0.0230 0.0273 -0.0212 0.09
H 1.785 -1.757 -0.746 -0.0202 0.0089 -0.0344 0.09
H 2.313 -3.958 0.364 -0.0232 -0.0199 -0.0193 0.10
H 3.010 -3.059 1.695 -0.0080 -0.0009 0.0003 0.09
H 3.907 -3.172 -1.198 0.0005 0.0178 0.0171 0.11
H 4.848 -3.461 0.251 -0.0091 0.0181 0.0079 0.11
H 4.197 -0.868 -1.118 -0.0109 -0.0029 0.0096 0.10
H 5.624 -1.298 -0.199 -0.0126 -0.0084 0.0042 0.11
H 4.370 0.428 1.038 -0.0074 -0.0110 -0.0097 0.11
H 4.234 -1.076 1.924 -0.0069 -0.0005 -0.0171 0.11
H 2.191 0.269 0.120 0.0044 -0.0612 0.0198 0.07
H 1.984 -0.185 1.798 -0.0042 -0.0175 0.0533 0.08
C -5.838 -1.076 1.002 -0.1079 -0.0209 0.0385 -0.15
S -4.159 -0.710 0.598 -0.0994 0.0239 -0.0007 0.32
O -3.417 -1.981 0.688 0.1038 0.0185 0.0288 -0.39
O -3.667 0.257 1.577 -0.0749 0.1248 0.1082 -0.38
O -4.142 -0.172 -0.763 -0.1297 -0.0357 -0.0191 -0.38
H -5.889 -1.329 2.060 0.0235 -0.0123 -0.0454 0.07
H -6.166 -1.915 0.393 0.0308 0.0459 -0.0057 0.07
H -6.442 -0.195 0.794 0.0551 -0.0179 0.0210 0.07
```
Positions in Å, forces in eV/Å.

HOMO-LUMO gap (alpha / beta)   6.404 / 8.492 eV
ΔE to the lowest compared entry with this formula, charge and spin   0.0 kcal per mole
E_LUMO (alpha / beta)   0.023 / -0.014 Ha
<S²>   2.01
Net charge   0
Spin multiplicity   3

(2)
Molecular formula: C38H59N8NaPS2Sb
Method: DFT, ωB97M-V/def2-TZVPD

Geometry as XYZ:
```
110
Properties=species:S:1:pos:R:3:forces:R:3:lowdin_charge:R:1
Na 1.367 0.317 0.237 0.2773 -0.2553 -0.1591 0.00
C -0.940 -2.444 6.583 0.0253 0.0599 -0.1318 -0.16
C -0.096 -2.999 5.624 -0.0249 0.0800 -0.0584 -0.13
C 0.160 -2.335 4.431 -0.0313 -0.0593 -0.0804 -0.12
C -0.410 -1.087 4.116 0.2239 -0.0149 0.0582 -0.44
C -1.236 -0.544 5.117 0.0597 0.0245 -0.0319 -0.15
C -1.505 -1.202 6.314 0.0501 0.0193 -0.0935 -0.14
P 0.017 -0.197 2.547 -1.5702 0.1939 0.3363 0.93
C -1.838 0.419 2.220 0.1422 -0.0982 0.0371 -0.41
C -3.088 -0.060 2.674 -0.0341 0.0827 0.0684 -0.16
C -4.303 0.534 2.337 0.1569 -0.0436 -0.0252 -0.15
C -4.352 1.621 1.470 0.1228 0.0164 0.0859 -0.17
C -3.146 2.078 0.937 0.0766 -0.0587 0.0484 -0.15
C -1.942 1.490 1.307 -0.0079 -0.0090 -0.0365 -0.17
C 2.268 -0.567 3.042 0.4910 -0.2030 0.2371 -0.34
C 2.781 0.326 4.008 -0.0853 -0.0667 -0.1315 -0.20
C 4.054 0.879 3.965 0.0790 0.0023 -0.1500 -0.15
C 4.908 0.565 2.899 -0.2039 -0.0262 0.1573 -0.14
C 4.480 -0.348 1.951 -0.1807 -0.1368 -0.1167 -0.14
C 3.195 -0.914 2.054 0.4312 0.1070 0.1414 -0.65
H -1.147 -2.962 7.513 0.0086 0.0019 0.0192 0.07
H 0.365 -3.965 5.804 0.0142 -0.0061 -0.0075 0.08
H 0.825 -2.782 3.701 -0.0088 0.0083 0.0179 0.08
H -1.666 0.438 4.953 -0.0267 0.0064 -0.0187 0.09
H -2.143 -0.726 7.052 -0.0223 0.0089 -0.0096 0.08
H -3.109 -0.921 3.334 -0.0125 0.0260 0.0456 0.09
H -5.228 0.127 2.739 0.0084 -0.0152 0.0226 0.08
H -5.295 2.092 1.214 -0.0047 -0.0162 -0.0356 0.07
H -3.146 2.906 0.232 0.0166 0.0048 -0.0068 0.08
H -1.017 1.873 0.881 -0.0016 0.0569 -0.0049 0.05
H 2.117 0.615 4.828 0.0414 0.0046 0.0105 0.08
H 4.387 1.560 4.745 0.0106 0.0280 0.0115 0.07
H 5.893 1.010 2.822 0.0246 0.0207 0.0021 0.08
H 5.134 -0.629 1.130 -0.0237 0.0026 0.0012 0.08
C 1.101 3.456 3.689 -0.0008 0.0295 0.0016 -0.05
N 1.074 4.161 2.408 -0.0067 -0.0760 0.0865 -0.15
C 0.235 5.337 2.357 -0.0459 -0.0236 0.0181 -0.09
C 1.361 3.421 1.269 -0.2042 0.0746 -0.0342 -0.43
N 2.083 2.385 1.203 0.1604 0.0871 -0.0980 0.18
N 0.737 3.940 0.109 0.0796 -0.2766 -0.0928 0.13
C 0.559 3.273 -1.099 0.0134 0.1241 0.3365 -0.50
N 0.233 4.162 -2.139 0.0692 -0.0076 -0.1190 0.12
N 0.681 2.023 -1.218 -0.0156 -0.0026 -0.1711 0.14
H 0.162 3.638 4.215 0.0097 0.0007 0.0202 0.09
H 1.935 3.780 4.318 0.0246 0.0229 -0.0149 0.08
H 1.160 2.379 3.535 -0.0696 -0.0289 -0.0273 0.03
H 0.166 5.743 3.363 0.0071 0.0287 -0.0005 0.08
H -0.785 5.128 2.010 -0.0065 -0.0245 0.0133 0.09
H 0.669 6.128 1.735 0.0138 -0.0170 -0.0223 0.08
H 2.467 2.093 2.099 -0.0443 0.0241 0.0383 0.04
H 0.481 4.908 0.120 0.0248 0.0242 0.0001 0.09
H -0.392 4.907 -1.866 -0.0165 -0.0066 -0.0054 0.08
H -0.130 3.664 -2.940 -0.0320 0.0324 0.0156 0.08
H 0.581 1.717 -2.183 0.1420 0.0610 0.0058 0.03
C -4.022 -3.461 -1.734 -0.0212 -0.0066 0.0407 -0.12
C -3.363 -2.419 -0.837 -0.0781 -0.0507 0.1141 -0.71
C -3.234 -2.983 0.582 -0.0915 0.0536 0.0572 -0.13
C -4.253 -1.179 -0.776 -0.0799 -0.0302 -0.0190 -0.14
Sb -1.359 -1.682 -1.350 0.3479 0.1598 0.0283 1.63
C -1.730 -0.606 -3.248 -0.0655 0.0512 0.0243 -0.71
C -2.759 -1.188 -4.212 -0.0453 0.0837 -0.0428 -0.13
C -0.390 -0.466 -3.972 0.0322 0.0094 -0.0588 -0.14
C -2.188 0.792 -2.809 0.0340 0.0589 -0.1330 -0.15
C -0.245 -3.486 -1.961 0.0218 0.0018 -0.0690 -0.71
C -0.857 -4.383 -3.034 0.1139 -0.0188 -0.0310 -0.12
C 1.138 -3.023 -2.439 0.0457 -0.1117 0.0743 -0.15
C -0.060 -4.287 -0.669 0.0447 -0.0678 -0.0382 -0.15
H -5.047 -3.638 -1.372 0.0361 -0.0043 -0.0279 0.08
H -3.503 -4.418 -1.704 0.0604 -0.0405 0.0208 0.05
H -4.091 -3.149 -2.777 0.0158 0.0317 -0.0137 0.06
H -4.238 -3.188 0.984 0.0322 0.0192 -0.0001 0.08
H -2.741 -2.279 1.260 -0.0270 -0.0339 -0.0540 0.05
H -2.674 -3.917 0.607 0.0117 -0.0248 -0.0204 0.05
H -5.243 -1.465 -0.390 0.0532 0.0402 0.0462 0.08
H -4.408 -0.738 -1.762 -0.0396 -0.0421 -0.0089 0.05
H -3.850 -0.409 -0.114 0.0083 -0.0482 -0.0208 0.05
H -2.550 -2.225 -4.480 0.0392 0.0031 0.0067 0.06
H -2.758 -0.600 -5.144 -0.0257 -0.0219 0.0357 0.08
H -3.771 -1.143 -3.803 0.0216 -0.0261 -0.0023 0.06
H -0.130 -1.379 -4.511 -0.0299 -0.0160 -0.0124 0.06
H 0.460 -0.236 -3.322 -0.0687 0.0227 0.0081 0.04
H -0.466 0.341 -4.718 0.0200 -0.0319 0.0170 0.08
H -3.142 0.787 -2.284 -0.0231 -0.0263 -0.0147 0.05
H -2.300 1.432 -3.701 0.0110 -0.0164 0.0353 0.08
H -1.470 1.266 -2.135 -0.0372 -0.0595 -0.0277 0.04
H -1.139 -3.832 -3.934 0.0338 0.0228 0.0046 0.06
H -1.731 -4.925 -2.679 -0.0895 0.0121 0.0278 0.05
H -0.110 -5.135 -3.334 -0.0427 0.0161 0.0122 0.08
H 1.127 -2.707 -3.482 -0.0100 0.0269 -0.0088 0.06
H 1.840 -3.865 -2.361 -0.0398 0.0402 -0.0327 0.09
H 1.569 -2.204 -1.860 -0.0483 -0.0341 0.0061 0.02
H -1.002 -4.689 -0.292 -0.0372 -0.0248 -0.0273 0.05
H 0.396 -3.688 0.123 -0.0091 0.0074 -0.0293 0.03
H 0.607 -5.138 -0.869 -0.0156 0.0410 0.0304 0.08
C 3.810 3.021 -5.559 0.0115 -0.0042 -0.0050 -0.12
C 3.825 3.145 -4.033 0.0563 -0.1050 -0.0372 -0.27
C 3.867 1.812 -3.344 -0.0823 0.1687 0.0044 -0.70
N 2.811 1.144 -3.060 -0.1096 -0.4292 0.1461 -0.05
N 3.007 -0.058 -2.427 0.1778 0.2783 -0.0856 -0.03
C 4.312 -0.349 -2.234 -0.2195 0.1159 0.0110 -0.78
N 4.799 -1.423 -1.684 -0.1507 0.0491 -0.0929 -0.03
S 5.327 1.016 -2.844 0.1802 -0.0083 -0.0694 0.95
H 3.774 4.003 -6.041 0.0008 -0.0070 0.0158 0.06
H 2.939 2.447 -5.878 0.0089 0.0020 0.0070 0.07
H 4.702 2.500 -5.914 -0.0144 0.0009 0.0134 0.06
H 2.930 3.670 -3.691 -0.0105 -0.0171 0.0016 0.09
H 4.689 3.737 -3.721 -0.0084 0.0438 0.0198 0.09
H 3.629 -1.959 -0.085 -0.0069 -0.0807 0.0662 -0.16
H 5.810 -1.373 -1.640 0.0373 -0.0240 0.0275 0.00
S 2.734 -2.230 0.907 -0.0535 0.2602 -0.0725 0.74
```
Positions in Å, forces in eV/Å.

HOMO-LUMO gap   3.291 eV
E_LUMO   0.125 Ha
Net charge   -2